Model A:
# C9H12N

The ion C9H12N with charge +1 (the ωB97M-V functional and the def2-TZVPD basis, the OMol25 dataset).

```
! RIJCOSX wB97M-V def2-TZVPD def2/J DEFGRID3
* xyz 1 3
C -0.114 -2.706 -1.569
C -0.510 -1.777 -2.327
C 1.784 -2.080 -0.084
C 0.485 -2.879 -0.274
C -0.843 -0.538 -1.876
C 0.489 -1.396 0.226
C 0.150 -0.116 -0.705
C 0.591 1.974 0.515
C -1.756 1.239 0.344
N -0.334 0.866 0.212
H 2.478 -2.328 0.692
H 2.122 -1.630 -0.998
H 0.221 -3.706 0.373
H -1.679 0.061 -1.985
H 0.106 -1.306 1.285
H 1.038 0.207 -1.209
H 0.141 3.002 0.052
H 0.474 1.996 1.623
H 1.657 1.793 0.250
H -2.201 0.309 0.384
H -1.799 1.803 1.195
H -2.209 1.831 -0.421
*
```

HOMO level (spin up / spin down), Ha: -0.410 / -0.492
<S²>: 2.0412
E_LUMO (spin up / spin down), hartree: -0.1191 / -0.2667

Atom charges from the Mulliken analysis, given in e for atoms 1 to 4: 0.012, -0.483, -0.781, -0.235



Model B:
# C9H12N

A structure of composition C9H12N (the ωB97M-V functional and the def2-TZVPD basis, the OMol25 dataset).

```
! RIJCOSX wB97M-V def2-TZVPD def2/J DEFGRID3
* xyz 1 3
C -1.787 0.940 -0.380
C -1.552 -0.423 0.099
C 0.871 -0.754 -0.712
C -0.275 -1.226 -0.825
C -4.065 0.094 0.804
C -3.161 0.629 -0.246
C 2.108 1.291 -0.407
C 2.898 -0.811 0.735
C 2.158 -0.255 -0.508
N -3.093 -0.715 -0.026
H -1.232 1.792 -0.764
H -1.249 -0.676 1.091
H -0.781 -1.922 -1.553
H -4.122 0.465 1.749
H -5.017 -0.327 0.476
H 1.769 1.677 0.445
H 3.207 1.706 -0.462
H 1.473 1.617 -1.253
H 3.813 -0.213 0.850
H 2.295 -0.532 1.506
H 3.064 -1.896 0.770
H 2.680 -0.460 -1.387
*
```

HOMO level (spin up / spin down), Ha: -0.417 / -0.515
<S²>: 2.0159
E_LUMO (spin up / spin down), hartree: -0.1859 / -0.2630

Atom charges from the Mulliken analysis, given in e for atoms 1 to 4: -0.323, 0.083, -0.388, -0.436



Last place for stability: model B